Here is a structure of composition C16H31NOP2Pt at a distorted geometry from the OMol25 dataset. Energies are from ωB97M-V/def2-TZVPD.

Values from the calculation:
- Relative energy (zero: lowest compared OMol25 entry of this formula, charge and spin): 70.0 kJ/mol
- Expectation value of S²: 2.005
- HOMO energy (spin up / spin down): -3.4 / -6.5 eV
- Electronic energy: -42449.3312 eV
- Frontier orbital gap (spin up / spin down): 3.2 / 5.7 eV

```
! wB97M-V def2-TZVPD RIJCOSX def2/J DEFGRID3
* xyz 0 3
P 0.875 -4.674 -1.056
P -0.338 4.302 2.619
C 0.257 1.844 1.066
C -0.761 2.958 1.419
H 0.732 1.440 1.978
H 1.067 2.260 0.445
H -1.009 3.500 0.489
H -1.697 2.488 1.771
C -1.717 5.392 2.854
H -1.875 5.568 3.926
H -2.622 4.952 2.417
H -1.508 6.345 2.352
C 1.168 5.135 2.187
H 1.038 5.641 1.220
H 1.996 4.416 2.111
H 1.406 5.883 2.959
C -0.418 -5.300 -2.193
H -0.808 -6.199 -1.695
H 0.012 -5.583 -3.162
H -1.238 -4.586 -2.325
C 2.300 -4.858 -2.200
H 3.026 -4.044 -2.104
H 1.972 -4.958 -3.240
H 2.786 -5.792 -1.882
Pt -0.344 -0.005 0.076
C 0.861 0.454 -1.483
C -0.533 0.432 -1.878
C -1.248 -0.700 -2.603
C -1.806 -1.718 -1.581
C -0.723 -1.904 -0.483
C 0.507 -2.518 -1.088
C 1.811 -1.816 -0.854
C 1.899 -0.599 -1.822
C -1.273 -0.527 1.868
H 1.281 1.469 -1.441
H -0.947 1.428 -2.089
H -0.598 -1.180 -3.350
H -2.083 -0.261 -3.163
H -2.714 -1.310 -1.121
H -2.076 -2.672 -2.045
H -1.119 -2.523 0.341
H 0.336 -2.671 -2.161
H 2.655 -2.491 -1.031
H 1.869 -1.452 0.187
H 2.892 -0.141 -1.720
H 1.804 -0.923 -2.871
H -0.649 -1.308 2.331
H -2.265 -0.938 1.630
H -1.359 0.334 2.544
O -0.499 1.399 5.100
C -0.285 2.451 4.602
N -0.039 3.557 4.148
*
```

Here is a structure of composition C45H35BrCrN10O at a distorted geometry from the OMol25 dataset. Energies are from ωB97M-V/def2-TZVPD.

Values from the calculation:
- Expectation value of S²: 6.078
- HOMO energy (spin up / spin down): -0.1 / -1.0 eV
- Electronic energy: -162643.3927 eV
- Frontier orbital gap (spin up / spin down): 4.1 / 5.0 eV

```
! wB97M-V def2-TZVPD RIJCOSX def2/J DEFGRID3
* xyz -2 5
Cr -0.180 0.593 -0.638
C 5.836 -0.167 -3.386
C 5.092 -1.046 -4.224
C 3.753 -1.255 -4.012
C 3.122 -0.583 -2.944
C 1.799 -0.535 -2.474
N 1.709 0.270 -1.394
C 2.950 0.833 -1.183
N 3.298 1.831 -0.312
C 2.522 2.339 0.552
C 3.003 3.224 1.627
C 4.085 4.082 1.713
C 4.319 4.726 2.925
C 3.505 4.481 4.029
C 2.437 3.592 3.946
C 2.186 2.983 2.728
C 1.172 2.005 2.318
N 0.587 1.233 3.129
C -0.266 0.247 2.736
N -0.836 0.097 1.479
C -1.827 -0.766 1.616
N -2.791 -0.975 0.629
C -2.204 -1.519 -1.347
N -0.773 -1.377 -1.398
C -0.402 -1.565 -2.685
N 0.665 -0.850 -3.262
C -1.466 -2.017 -3.500
C -1.520 -2.452 -4.839
C -2.744 -2.748 -5.394
C -3.929 -2.608 -4.650
C -3.878 -2.196 -3.317
C -2.651 -1.921 -2.726
C -1.916 -1.290 2.922
C -2.774 -2.204 3.561
C -2.591 -2.455 4.899
C -1.564 -1.793 5.627
C -0.729 -0.887 5.023
C -0.891 -0.621 3.648
N 1.187 1.914 0.879
C 3.864 0.298 -2.111
C 5.241 0.497 -2.344
H 6.895 -0.027 -3.580
H 5.597 -1.553 -5.038
H 3.179 -1.924 -4.645
H 4.729 4.240 0.856
H 5.145 5.422 3.016
H 3.711 4.989 4.964
H 1.811 3.374 4.803
H -0.606 -2.571 -5.405
H -2.797 -3.090 -6.424
H -4.886 -2.828 -5.108
H -4.801 -2.091 -2.773
H -3.564 -2.703 3.006
H -3.234 -3.161 5.412
H -1.446 -2.011 6.683
H 0.048 -0.380 5.585
H 5.807 1.167 -1.706
Br -4.686 -4.444 0.012
C -4.249 -2.607 -0.229
C -5.225 -1.729 -0.413
C -5.053 -0.319 -0.773
C -3.908 0.352 -0.910
N -2.632 -0.162 -0.566
C -2.790 -2.241 -0.114
H -6.243 -2.098 -0.424
H -5.964 0.203 -1.041
H -3.897 1.355 -1.325
H -2.179 -3.039 0.300
C 0.921 0.264 -5.907
C 0.120 1.129 -4.940
C 0.836 2.483 -4.808
C -1.297 1.356 -5.481
C 0.000 0.571 -3.511
N -0.504 1.190 -2.569
H 1.001 0.789 -6.867
H 0.440 -0.694 -6.083
H 1.930 0.079 -5.529
H 0.928 2.961 -5.791
H 1.840 2.345 -4.392
H 0.276 3.137 -4.138
H -1.257 1.863 -6.453
H -1.865 1.970 -4.780
H -1.821 0.403 -5.606
C -0.810 4.134 1.639
O -1.014 2.962 0.868
C 0.032 2.501 0.055
C 0.538 3.546 -0.913
H -0.016 4.772 1.241
H -0.563 3.880 2.673
H -1.746 4.699 1.632
H 1.007 4.420 -0.440
H -0.310 3.869 -1.518
H 1.261 3.101 -1.599
*
```

Here is a structure of composition C33H48BeN5O3PSSi from the OMol25 dataset. Energies are from ωB97M-V/def2-TZVPD.

Values from the calculation:
- HOMO energy: -7.8 eV
- Electronic energy: -77007.1915 eV
- Frontier orbital gap: 7.1 eV

```
! wB97M-V def2-TZVPD RIJCOSX def2/J DEFGRID3
* xyz 0 1
Be 1.118 -0.325 -0.942
C 2.825 2.420 1.489
C 3.053 3.495 0.631
C 2.842 3.323 -0.715
C 2.401 2.085 -1.211
N 2.122 1.076 -0.361
C 2.347 1.254 0.951
N 2.304 1.990 -2.596
C 1.889 0.911 -3.158
N 1.503 -0.241 -2.532
C 1.101 -1.165 -3.458
N 0.676 -2.351 -3.218
C 0.559 -2.824 -1.913
C 0.134 -4.155 -1.799
C 0.034 -4.745 -0.563
C 0.348 -3.994 0.566
C 0.714 -2.683 0.397
N 0.832 -2.097 -0.806
C 1.245 -0.567 -4.806
C 0.911 -1.036 -6.060
C 1.072 -0.167 -7.135
C 1.565 1.122 -6.949
C 1.910 1.583 -5.683
C 1.736 0.721 -4.620
H 3.016 2.495 2.550
H 3.383 4.450 1.020
H 3.018 4.104 -1.441
H 2.123 0.401 1.583
H -0.091 -4.679 -2.717
H -0.287 -5.775 -0.465
H 0.295 -4.421 1.555
H 0.925 -2.051 1.251
H 0.530 -2.041 -6.189
H 0.801 -0.495 -8.130
H 1.670 1.778 -7.803
H 2.294 2.584 -5.527
C 4.155 -2.888 -1.624
P 3.949 -1.527 -0.401
C 4.992 -2.205 0.963
C 5.148 -0.317 -1.101
H 5.211 -3.095 -1.803
H 3.677 -2.602 -2.564
H 3.663 -3.791 -1.256
H 5.959 -2.564 0.603
H 4.460 -3.026 1.449
H 5.155 -1.424 1.708
H 6.091 -0.801 -1.363
H 5.337 0.471 -0.368
H 4.716 0.145 -1.993
C -1.136 3.672 1.019
C -1.348 3.040 2.391
C -2.740 3.379 2.921
C -0.288 3.520 3.372
O -1.208 1.618 2.324
Si -1.751 0.484 1.268
S -0.808 0.476 -0.592
O -3.342 0.828 1.070
C -4.371 0.405 0.165
C -5.683 0.700 0.877
C -4.240 -1.086 -0.135
C -4.276 1.217 -1.122
O -1.511 -0.941 2.059
C -1.913 -1.287 3.397
C -3.235 -0.619 3.778
C -0.814 -0.850 4.366
C -2.087 -2.796 3.430
H -1.117 4.761 1.103
H -1.943 3.381 0.340
H -0.197 3.327 0.582
H -2.910 4.458 2.882
H -2.845 3.044 3.956
H -3.494 2.877 2.313
H -0.306 4.609 3.456
H 0.699 3.203 3.034
H -0.469 3.086 4.358
H -5.738 0.140 1.813
H -6.535 0.425 0.249
H -5.744 1.764 1.111
H -4.411 -1.681 0.765
H -3.238 -1.303 -0.512
H -4.969 -1.380 -0.893
H -4.447 2.277 -0.912
H -5.019 0.875 -1.846
H -3.282 1.107 -1.554
H -3.124 0.468 3.806
H -3.555 -0.969 4.761
H -4.007 -0.861 3.046
H -0.547 0.186 4.155
H 0.077 -1.473 4.245
H -1.160 -0.925 5.399
H -2.803 -3.107 2.665
H -2.452 -3.113 4.409
H -1.138 -3.292 3.233
*
```

Here is a cluster of 2 separate species, C2H3NOS in total at a distorted geometry from the OMol25 dataset. Energies are from ωB97M-V/def2-TZVPD.

Values from the calculation:
- Relative energy (zero: lowest compared OMol25 entry of this formula, charge and spin): 474.9 kJ/mol
- HOMO energy: -9.6 eV
- Electronic energy: -16490.2759 eV
- Frontier orbital gap: 9.6 eV

```
! wB97M-V def2-TZVPD RIJCOSX def2/J DEFGRID3
* xyz 0 1
C -2.270 1.425 -0.196
C 1.199 -0.596 -0.020
N 1.081 0.163 0.961
O -3.104 0.596 -0.636
S -1.437 -0.024 -0.499
H 2.186 -1.050 -0.422
H 0.353 -0.965 -0.638
H 1.991 0.451 1.451
*
```

Here is a structure of composition C49H50AgN10O3S2SeTe at a distorted geometry from the OMol25 dataset. Energies are from ωB97M-V/def2-TZVPD.

Values from the calculation:
- Relative energy (zero: lowest compared OMol25 entry of this formula, charge and spin): 176.2 kJ/mol
- Expectation value of S²: 0.768
- HOMO energy (spin up / spin down): -0.3 / -1.2 eV
- Electronic energy: -170979.7202 eV
- Frontier orbital gap (spin up / spin down): 4.0 / 4.9 eV

```
! wB97M-V def2-TZVPD RIJCOSX def2/J DEFGRID3
* xyz -2 2
Ag 0.576 -1.212 -0.581
N 2.265 -0.167 2.230
C 1.532 -1.252 2.661
N 1.652 -1.578 3.958
C 0.874 -2.620 4.301
N 0.914 -2.964 5.646
N 0.129 -3.358 3.514
C 0.133 -2.987 2.193
N 0.750 -1.837 1.773
C -0.497 -3.814 1.228
C -1.085 -5.060 1.601
C -1.582 -5.890 0.635
C -1.490 -5.511 -0.720
C -0.925 -4.277 -0.999
N -0.476 -3.426 -0.088
H 3.018 0.060 2.857
H 2.556 -0.257 1.264
H 1.187 -2.201 6.243
H 0.108 -3.483 5.949
H -1.096 -5.320 2.650
H -2.021 -6.844 0.905
H -1.846 -6.153 -1.516
H -0.822 -3.942 -2.031
N -4.037 3.841 -5.440
C -2.916 3.390 -4.713
C -1.914 2.651 -5.340
C -0.819 2.206 -4.626
C -0.709 2.479 -3.263
C -1.686 3.238 -2.648
C -2.777 3.700 -3.367
S 0.731 1.926 -2.372
O 1.842 2.534 -3.073
O 0.573 2.347 -0.966
N 0.753 0.368 -2.359
C 1.010 -0.518 -3.362
S 1.627 -0.175 -4.986
C 1.608 -1.867 -5.348
C 1.203 -2.548 -4.255
N 0.867 -1.802 -3.153
H -4.240 3.274 -6.247
H -4.857 3.962 -4.867
H -2.002 2.413 -6.397
H -0.047 1.652 -5.133
H -1.621 3.427 -1.593
H -3.552 4.271 -2.863
H 1.910 -2.237 -6.317
H 1.144 -3.628 -4.184
C -0.086 5.731 5.340
C -0.326 4.702 4.264
C -0.483 5.061 2.936
C -0.707 4.118 1.934
C -0.945 4.642 0.547
C -0.778 2.759 2.255
Te -0.797 0.977 0.893
N -1.692 0.551 -0.767
C -2.887 0.891 -1.254
O -3.638 1.821 -0.909
C -3.294 0.041 -2.444
C -2.765 -1.225 -2.671
C -3.139 -1.942 -3.801
C -4.042 -1.403 -4.708
C -4.580 -0.140 -4.479
C -4.210 0.574 -3.347
C -2.581 0.287 1.901
C -2.598 -1.097 2.057
C -3.659 -1.752 2.663
C -4.736 -1.009 3.117
C -4.751 0.366 2.918
C -3.697 1.049 2.305
C -3.859 2.538 2.098
C -0.607 2.372 3.602
C -0.669 0.950 4.126
C -0.395 3.353 4.570
H -0.278 6.739 4.969
H 0.948 5.692 5.694
H -0.735 5.553 6.200
H -0.434 6.111 2.659
H -0.749 5.713 0.501
H -1.992 4.480 0.268
H -0.310 4.140 -0.176
H -2.053 -1.639 -1.971
H -2.715 -2.926 -3.975
H -4.325 -1.963 -5.593
H -5.283 0.290 -5.184
H -4.613 1.558 -3.138
H -1.764 -1.686 1.694
H -3.631 -2.831 2.770
H -5.573 -1.494 3.607
H -5.615 0.941 3.237
H -4.911 2.810 2.215
H -3.559 2.804 1.086
H -3.276 3.120 2.814
H -0.236 0.217 3.452
H -1.701 0.651 4.320
H -0.112 0.881 5.060
H -0.275 3.040 5.604
C 8.931 -0.833 -0.194
C 7.501 -1.319 -0.224
C 7.156 -2.598 0.189
C 5.844 -3.066 0.137
C 5.559 -4.464 0.621
C 4.799 -2.242 -0.356
Se 3.022 -2.973 -0.454
C 5.148 -0.930 -0.756
C 4.139 0.060 -1.280
C 6.475 -0.504 -0.681
H 9.587 -1.571 0.276
H 9.023 0.105 0.363
H 9.308 -0.644 -1.205
H 7.935 -3.260 0.567
H 6.475 -4.948 0.976
H 5.109 -5.061 -0.178
H 4.815 -4.443 1.422
H 3.134 -0.319 -1.154
H 4.275 0.243 -2.350
H 4.227 1.026 -0.775
H 6.708 0.511 -1.004
*
```

Here is the molecule C4H8O2 from the OMol25 dataset. Energies are from ωB97M-V/def2-TZVPD.

Values from the calculation:
- Relative energy (zero: lowest compared OMol25 entry of this formula, charge and spin): 207.4 kJ/mol
- HOMO energy: -7.8 eV
- Electronic energy: -8371.1317 eV
- Frontier orbital gap: 8.7 eV

```
! wB97M-V def2-TZVPD RIJCOSX def2/J DEFGRID3
* xyz 0 1
C -2.282 -0.222 0.096
C -1.023 0.326 0.730
C 0.163 0.238 0.107
O 0.254 0.431 -1.236
O 1.319 -0.029 0.731
C 2.500 -0.202 -0.039
H -3.170 0.413 0.163
H -2.140 -0.499 -0.956
H -2.515 -1.161 0.620
H -1.023 0.474 1.800
H -0.524 0.995 -1.364
H 3.316 -0.238 0.685
H 2.479 -1.146 -0.596
H 2.646 0.620 -0.739
*
```

Here is a structure of composition C15H31IN3 at a distorted geometry from the OMol25 dataset. Energies are from ωB97M-V/def2-TZVPD.

Values from the calculation:
- Relative energy (zero: lowest compared OMol25 entry of this formula, charge and spin): 1535.8 kJ/mol
- HOMO energy: -9.7 eV
- Electronic energy: -28607.7088 eV
- Frontier orbital gap: 6.5 eV

```
! wB97M-V def2-TZVPD RIJCOSX def2/J DEFGRID3
* xyz 1 1
I 1.002 1.276 1.835
C -2.659 4.753 -0.612
C -1.633 4.392 -1.666
C -0.787 3.240 -1.160
C -1.430 1.820 -1.440
N -0.752 0.540 -0.802
C -1.281 -0.726 -1.575
C -0.214 -1.777 -1.261
C 1.114 -1.055 -1.090
C 0.710 0.453 -1.093
C -1.038 0.446 0.730
H -3.205 3.865 -0.290
H -3.388 5.513 -0.892
H -2.081 5.121 0.236
H -1.114 5.335 -1.839
H -1.913 4.207 -2.703
H -0.665 3.452 -0.097
H 0.247 3.257 -1.505
H -1.227 1.632 -2.494
H -2.497 1.843 -1.219
H -2.279 -1.091 -1.334
H -1.239 -0.540 -2.649
H -0.567 -2.233 -0.336
H -0.172 -2.609 -1.964
H 1.654 -1.339 -0.186
H 1.741 -1.110 -1.980
H 1.221 1.002 -0.302
H 0.917 0.934 -2.050
H -0.595 1.331 1.187
H -0.537 -0.413 1.176
H -2.096 0.267 0.922
C 3.859 -1.404 2.346
C 3.193 -1.610 1.025
N 1.784 -1.795 1.152
C 0.875 -0.965 1.815
C -0.365 -1.588 1.745
N -0.234 -2.813 1.032
C 1.069 -2.856 0.530
C -1.200 -3.883 0.817
H 4.856 -0.992 2.190
H 3.899 -2.357 2.874
H 3.360 -0.731 3.044
H 3.618 -2.482 0.530
H 3.340 -0.711 0.427
H 1.175 -0.216 2.533
H -1.327 -1.376 2.187
H 1.523 -3.680 -0.001
H -2.173 -3.397 0.896
H -1.163 -4.714 1.522
H -1.326 -4.214 -0.213
*
```

Here is a structure of composition C10H30BBaN2O4 at a distorted geometry from the OMol25 dataset. Energies are from ωB97M-V/def2-TZVPD.

Values from the calculation:
- Relative energy (zero: lowest compared OMol25 entry of this formula, charge and spin): 180.2 kJ/mol
- HOMO energy: -0.8 eV
- Electronic energy: -23390.1652 eV
- Frontier orbital gap: 2.0 eV

```
! wB97M-V def2-TZVPD RIJCOSX def2/J DEFGRID3
* xyz -1 1
Ba -15.208 -17.855 25.338
O -15.310 -17.688 28.207
C -14.787 -16.451 28.703
C -15.537 -15.144 28.923
O -16.899 -15.028 29.349
H -13.880 -16.275 28.125
H -14.470 -16.716 29.712
H -15.436 -14.682 27.941
H -14.850 -14.505 29.478
B -17.918 -17.514 26.130
H -17.498 -18.471 26.398
H -18.902 -17.531 26.573
H -17.285 -16.734 26.522
H -18.105 -17.474 25.068
C -13.265 -16.430 22.073
C -12.378 -16.955 23.212
C -12.265 -15.850 24.325
O -13.548 -15.606 24.947
C -13.527 -14.441 25.733
N -13.030 -18.123 23.811
H -13.273 -17.072 21.192
H -12.800 -15.500 21.746
H -14.304 -16.264 22.356
H -11.386 -17.298 22.918
H -11.917 -15.030 23.696
H -11.525 -16.092 25.088
H -13.172 -13.674 25.045
H -12.901 -14.646 26.601
H -14.522 -14.119 26.042
H -13.048 -18.797 23.059
H -12.463 -18.595 24.501
C -17.229 -18.789 20.958
C -16.486 -18.179 22.152
C -16.943 -16.693 22.445
O -16.212 -16.176 23.592
C -16.714 -14.874 23.938
N -16.783 -19.058 23.273
H -16.979 -19.766 20.545
H -17.095 -18.081 20.141
H -18.261 -18.743 21.309
H -15.398 -18.180 22.083
H -18.021 -16.596 22.319
H -16.481 -16.134 21.631
H -16.565 -14.148 23.138
H -16.172 -14.479 24.797
H -17.737 -15.038 24.277
H -17.134 -19.948 22.949
H -17.620 -18.692 23.704
*
```